41
Properties=species:S:1:pos:R:3 method="wB97M-V/def2-TZVPD" total_energy_ha=-1409.09867 smiles="CC(=O)N1CCc2c(sc(NC(=O)Cc3ccccc3)c2C#N)C1" largest_force_ev_per_a=1.19 gap_ev=8.88 homo_ev=-8.371
C 6.0035 0.9381 1.2243
C 5.1640 -0.3018 1.0023
O 5.2143 -1.2538 1.7554
N 4.3712 -0.3134 -0.1014
C 4.1267 0.7976 -0.9917
C 2.7747 1.4465 -0.6684
C 1.7398 0.3679 -0.6049
C 2.0706 -0.9382 -0.4410
S 0.6839 -1.9945 -0.4152
C -0.3566 -0.6361 -0.6249
N -1.7209 -0.7951 -0.6976
C -2.3015 -2.0241 -0.5858
O -1.6306 -3.0230 -0.4415
C -3.8157 -2.0103 -0.6828
C -4.4042 -0.8216 0.0246
C -4.7017 0.3461 -0.6702
C -5.1910 1.4561 -0.0031
C -5.3865 1.4108 1.3663
C -5.0946 0.2513 2.0654
C -4.6036 -0.8572 1.3993
C 0.3279 0.5583 -0.7094
C -0.3143 1.7884 -0.8868
N -0.8667 2.7843 -1.0394
C 3.4716 -1.4336 -0.3044
H 5.3761 1.8186 1.3407
H 6.6909 1.0918 0.3955
H 6.5787 0.7912 2.1343
H 4.9303 1.5278 -0.9273
H 4.0987 0.4056 -2.0149
H 2.5118 2.1864 -1.4272
H 2.8270 1.9619 0.2958
H -2.2946 0.0359 -0.7843
H -4.1807 -2.9468 -0.2592
H -4.0751 -1.9919 -1.7448
H -4.5623 0.3851 -1.7424
H -5.4169 2.3561 -0.5546
H -5.7670 2.2761 1.8872
H -5.2481 0.2105 3.1334
H -4.3723 -1.7597 1.9462
H 3.5756 -2.1001 0.5569
H 3.7679 -1.9911 -1.2045

***

43
Properties=species:S:1:pos:R:3 method="wB97M-V/def2-TZVPD" total_energy_ha=-1559.34090 smiles="CCOC(=O)c1cc(-c2cccc(C)c2)n(S(=O)(=O)c2cccnn2)c1" largest_force_ev_per_a=6.40 gap_ev=7.87 homo_ev=-8.811
C -5.0003 -2.7412 -2.8673
C -3.6463 -2.5728 -3.5155
O -2.8463 -1.6779 -2.7461
C -1.4632 -1.9501 -2.6761
O -0.8869 -2.9648 -3.1613
C -0.6140 -1.0371 -1.9358
C -1.1304 0.2285 -1.2361
C -0.0326 0.7766 -0.6370
C -0.0015 2.0008 0.0179
C 0.0742 3.2711 -0.6726
C 0.0835 4.4285 0.0266
C 0.0557 4.4657 1.4427
C -0.1426 3.2536 2.1921
C -0.2875 3.2573 3.6830
C -0.1114 2.1217 1.4424
N 1.0325 -0.0738 -0.8570
S 2.7189 -0.0139 -0.3410
O 3.3763 1.3221 -0.2037
O 3.4338 -0.8136 -1.4049
C 2.7878 -0.9518 1.2040
C 3.6517 -2.1086 1.2919
C 3.7641 -2.8804 2.3741
C 2.9500 -2.5365 3.5022
N 2.1924 -1.2975 3.4091
N 2.0874 -0.5647 2.3206
C 0.7770 -1.1466 -1.6185
H -5.2737 -3.8082 -3.2334
H -4.9594 -2.7439 -1.7698
H -5.7759 -2.0794 -3.1744
H -3.1153 -3.4980 -3.6609
H -3.8742 -2.0052 -4.4043
H -2.1350 0.5801 -1.3995
H 0.1072 3.3701 -1.7304
H 0.1634 5.3141 -0.5767
H 0.3106 5.3392 1.9201
H -0.4324 4.3402 3.9667
H -1.0582 2.5310 4.0107
H 0.5605 2.7959 4.1626
H -0.2113 1.1555 1.9351
H 4.2395 -2.2974 0.2924
H 4.2297 -3.8425 2.2046
H 2.9583 -3.0059 4.4880
H 1.4441 -1.9404 -2.0648

***

48
Properties=species:S:1:pos:R:3 method="wB97M-V/def2-TZVPD" spin_multiplicity=2 total_energy_ha=-10937.29520 largest_force_ev_per_a=3.14 gap_ev="4.33 / 4.69" charge=-1 homo_ev="-3.697 / -3.857"
Ru -0.4642 -0.1884 -0.0354
O 3.0486 0.3600 2.2741
C 2.1125 0.6952 1.5668
O 1.6210 0.0123 0.6229
C 1.5396 2.1493 1.7617
C 1.2564 2.7938 0.3941
C 1.0624 4.3133 0.5539
C -0.3384 4.3600 1.1953
C -0.6784 2.8590 1.2736
O -0.0616 2.3511 0.0975
C 0.1369 2.2259 2.4151
C -0.4432 0.8621 2.8798
O -0.4769 0.6240 4.0729
O -0.9095 0.0890 1.9788
H 2.2792 2.7039 2.3433
H 1.9468 2.4958 -0.3973
H 1.8361 4.7576 1.1774
H 1.0798 4.8026 -0.4225
H -0.3360 4.8146 2.1829
H -1.0536 4.8878 0.5632
H -1.7422 2.6145 1.2752
H 0.1426 2.8548 3.3089
N 0.2830 -2.8119 -2.0573
C -0.0359 -3.2601 -0.7874
C -0.3771 -4.6067 -0.6424
C -0.6767 -5.0925 0.6157
C -0.5871 -4.2244 1.6994
C -0.2069 -2.9161 1.4705
N 0.0465 -2.4310 0.2522
C 0.5475 -1.5670 -2.5710
C 1.0973 -1.5232 -3.8640
C 1.3314 -0.3121 -4.4734
C 0.9796 0.8511 -3.7959
C 0.4369 0.7330 -2.5376
N 0.2392 -0.4364 -1.9151
H 0.3355 -3.5519 -2.7443
H -0.3945 -5.2474 -1.5119
H -0.9599 -6.1260 0.7485
H -0.8089 -4.5525 2.7024
H -0.0780 -2.2108 2.2824
H 1.3196 -2.4477 -4.3759
H 1.7595 -0.2649 -5.4623
H 1.0905 1.8209 -4.2540
H 0.1085 1.6119 -1.9952
Se -2.5989 0.1710 -0.9675
Se -6.3101 -1.4666 -0.1242
Se -5.0738 -2.3001 1.5523
Se -3.0248 -1.2771 1.6741

***

43
Properties=species:S:1:pos:R:3 method="wB97M-V/def2-TZVPD" total_energy_ha=-1248.14967 largest_force_ev_per_a=0.75 gap_ev=7.05 homo_ev=-7.350
Pd -0.2534 -1.5333 1.0161
N -2.0885 -2.3468 2.2328
N -2.1144 -3.7416 2.0489
C -1.3667 -4.3344 0.9836
O -1.7050 -5.4647 0.6657
O -0.4134 -3.6263 0.5077
H -1.8911 -2.1132 3.1973
H -2.9671 -1.9195 1.9582
H -2.9869 -4.2072 2.2399
N 0.7967 0.3232 -2.0662
C 1.6873 -0.5953 -1.5330
C 2.9919 -0.5525 -2.0526
C 3.9019 -1.5014 -1.6571
C 3.5090 -2.4930 -0.7643
C 2.2215 -2.4505 -0.2845
N 1.3273 -1.5010 -0.6303
C -0.5076 0.7029 -1.7799
C -1.0713 1.6865 -2.6093
C -2.3592 2.0922 -2.3595
C -3.0613 1.5258 -1.2986
C -2.4142 0.5737 -0.5445
N -1.1636 0.1593 -0.7736
H 1.2061 0.8652 -2.8072
H 3.2614 0.2124 -2.7699
H 4.9087 -1.4808 -2.0540
H 4.1794 -3.2778 -0.4470
H 1.8382 -3.2058 0.3888
H -0.5006 2.1087 -3.4269
H -2.8183 2.8463 -2.9856
H -4.0755 1.8170 -1.0668
H -2.9075 0.1108 0.3029
C 0.0634 -0.1395 2.0660
C 0.2695 1.2733 1.7567
C -0.6475 2.1811 2.2983
C -0.5273 3.5354 2.0265
C 0.5379 3.9981 1.2655
C 1.4786 3.1046 0.7624
C 1.3372 1.7472 0.9866
H -1.4479 1.8144 2.9296
H -1.2508 4.2314 2.4310
H 0.6435 5.0580 1.0724
H 2.3179 3.4699 0.1839
H 2.0619 1.0471 0.5900